Record 1
A 2-piece molecular cluster, C5H16N3 overall. Source: OMol25; level of theory: wB97M-V/def2-TZVPD.

Structure (XYZ):
```
24
Properties=species:S:1:pos:R:3:forces:R:3:lowdin_charge:R:1
C 2.6993 0.4134 -0.8162 -0.78 -0.06 0.38 0.009
N 1.5005 0.9376 -0.1086 0.30 -0.12 -0.87 0.046
C 0.8580 1.9701 -0.5606 -0.19 0.57 0.34 -0.145
N -0.2349 2.5054 -0.0377 0.17 -0.57 -0.54 0.195
H 2.4058 -0.4533 -1.4012 0.08 -0.09 -0.01 0.084
H 3.4235 0.1275 -0.0645 0.26 0.09 -0.08 0.102
H 3.0574 1.1894 -1.4797 0.28 0.06 0.04 0.096
H 1.0846 0.3455 0.5919 -0.11 -0.07 0.31 0.141
H 1.2828 2.4955 -1.4059 0.13 0.00 -0.02 0.166
H -0.8054 1.9579 0.5890 -0.10 0.09 0.27 0.110
H -0.7012 3.2162 -0.5810 -0.02 0.08 0.18 0.139
C -1.6942 -0.8112 0.3112 -0.06 -0.25 -0.04 -0.327
C -0.6990 -1.9577 0.4898 -0.44 0.16 -0.16 -0.262
C -0.0948 -2.3967 -0.8341 0.12 -0.07 0.00 -0.101
N -2.2748 -0.4359 1.5914 0.58 0.22 0.13 0.005
H -2.5248 -1.1088 -0.3338 0.16 -0.15 -0.10 0.122
H -1.1707 -0.0138 -0.2496 -0.08 0.13 0.11 0.070
H -1.2158 -2.7867 0.9734 0.05 -0.03 0.04 0.119
H 0.0874 -1.6336 1.1866 0.02 -0.09 0.02 0.097
H 0.4832 -1.5914 -1.2887 0.07 0.08 -0.07 0.040
H -0.8545 -2.6780 -1.5622 -0.11 -0.03 0.08 0.085
H 0.5674 -3.2513 -0.7069 0.04 0.00 0.00 0.081
H -2.7978 0.4244 1.5740 -0.28 0.07 -0.06 0.063
H -1.5764 -0.3667 2.3238 -0.08 -0.05 0.02 0.066
```
Positions in Å, forces in eV/Å.

The net charge is +1. The HOMO-LUMO gap is 9.10 eV. Its energy is -9908.551 eV. For the energy above the lowest of the compared OMol25 structures with the same formula, charge and spin, the calculation gives 112.38 kJ/mol.

Record 2
A 2-piece molecular cluster, C5H16N3 overall. Source: OMol25; level of theory: wB97M-V/def2-TZVPD.

Structure (XYZ):
```
24
Properties=species:S:1:pos:R:3:forces:R:3:lowdin_charge:R:1
C -0.6534 0.1733 1.9407 0.77 -1.90 0.77 -0.199
C -0.5982 1.0780 3.1349 0.25 2.98 -0.27 -0.150
H -0.4411 -0.8853 2.1993 -0.82 0.25 0.48 0.082
H -1.5894 0.1851 1.3814 0.15 0.42 -0.02 0.067
H 0.2338 0.2680 1.3295 -0.12 0.61 -0.09 0.033
H -0.3999 2.1435 2.8429 -0.02 -0.66 -0.57 0.081
H 0.2731 0.9652 3.7728 -0.32 -0.83 0.42 0.075
H -1.5304 1.3073 3.6502 0.00 -1.10 0.41 0.074
C 0.1629 0.9274 -1.0931 -1.29 -0.73 -0.04 -0.207
C 0.8786 2.0339 -1.8228 1.00 -0.46 -1.37 -0.071
C 0.0673 -1.6179 -1.1293 1.55 -1.20 -0.13 -0.424
N 0.6027 -0.4522 -1.4829 -0.03 0.90 0.08 0.103
N -1.0270 -1.7821 -0.4254 -1.76 0.79 0.52 0.226
N 0.7573 -2.7311 -1.4632 0.51 -0.04 -0.32 0.191
H 0.2568 0.9575 -0.0082 0.02 0.71 -0.69 0.065
H -0.9062 0.9972 -1.3455 0.19 -0.11 0.19 0.132
H 1.8976 2.1754 -1.4541 -0.28 0.44 0.31 0.086
H 0.2973 2.9500 -1.9224 0.12 0.02 0.80 0.090
H 1.5602 -0.4753 -1.8007 -0.08 -0.26 -0.21 0.155
H -1.6138 -1.0213 -0.1285 0.37 0.47 -0.23 0.100
H -1.4624 -2.6452 -0.1449 0.66 -0.49 -0.44 0.147
H 1.6729 -2.6633 -1.8726 -0.04 0.30 -0.13 0.124
H 0.5161 -3.6896 -1.2701 -0.59 0.30 0.30 0.131
H 1.0452 1.8014 -2.8882 -0.25 -0.40 0.23 0.088
```
Positions in Å, forces in eV/Å.

The net charge is +1. The HOMO-LUMO gap is 11.12 eV. Its energy is -9908.553 eV. For the energy above the lowest of the compared OMol25 structures with the same formula, charge and spin, the calculation gives 112.26 kJ/mol.

Record 3
An isolated ion of composition C5H16N3 and charge +1. Source: OMol25; level of theory: wB97M-V/def2-TZVPD.

Structure (XYZ):
```
24
Properties=species:S:1:pos:R:3:forces:R:3:lowdin_charge:R:1
C 2.6709 -0.3614 -0.0977 -0.50 -1.41 0.09 -0.043
C 1.3134 0.3041 0.2342 -0.61 -3.83 -0.21 -0.381
N 1.2474 1.6636 -0.2272 -1.14 -0.32 1.85 0.043
C 0.0777 -0.6552 -0.3998 1.57 4.78 -0.58 -0.243
N -0.0941 -1.8247 0.2197 -2.33 0.82 -1.46 0.143
N -1.1800 0.4122 -0.1367 -1.06 -2.02 1.62 -0.145
C -2.2491 0.3260 -1.1347 -0.13 -1.60 -0.85 -0.010
C -1.6683 0.2170 1.2693 -0.90 1.81 0.09 -0.006
H 2.6299 -1.0196 -0.9985 -0.02 0.40 0.68 0.097
H 3.3008 0.4540 -0.3424 1.18 0.49 -0.11 0.052
H 3.1242 -0.9442 0.7593 -0.58 0.70 -1.01 0.107
H 1.1858 0.1172 1.3251 -0.13 0.94 -0.49 0.131
H 1.0074 2.1757 0.6646 1.17 0.36 -2.02 0.130
H 2.1083 1.8727 -0.7402 -0.61 0.74 0.77 0.097
H 0.2297 -0.6181 -1.4924 -0.61 -0.15 0.29 0.159
H 0.5662 -2.0461 0.8343 3.00 -1.28 3.27 0.062
H -0.5779 -2.5780 -0.1690 -0.62 -1.09 -0.88 0.110
H -0.8380 1.3096 -0.3182 1.51 1.78 0.33 0.090
H -2.3560 -0.7212 -1.4372 -0.13 0.05 0.13 0.103
H -3.2469 0.6552 -0.8186 0.62 0.43 0.02 0.115
H -1.8056 0.8214 -1.9888 -0.69 0.38 -0.40 0.107
H -2.4768 0.9028 1.6485 0.65 -0.35 -1.25 0.129
H -2.0322 -0.7555 1.3039 -0.77 -1.71 0.12 0.069
H -0.9368 0.2924 2.0424 1.12 0.08 -0.01 0.083
```
Positions in Å, forces in eV/Å.

The net charge is +1. The HOMO-LUMO gap is 11.20 eV. Its energy is -9907.242 eV. For the energy above the lowest of the compared OMol25 structures with the same formula, charge and spin, the calculation gives 238.76 kJ/mol.